Computed, not measured: a structure of composition C13H32ClO2P2SiV at a distorted geometry, with wB97M-V/def2-TZVPD.

Its spin multiplicity is 3. The expectation value of S² is 2.0484. The net charge is +2. The HOMO-LUMO gap (alpha / beta) is 7.28 / 6.38 eV. The LUMO energy (alpha / beta) is -8.617 / -9.683 eV.

```
52
C13H32ClO2P2SiV, DFT wB97M-V/def2-TZVPD
C 1.509 -3.288 -1.997
C 0.396 -2.754 -1.172
H 1.169 -4.167 -2.567
H 2.369 -3.557 -1.364
H 1.880 -2.544 -2.709
O -0.577 -3.424 -0.839
Cl 2.617 -0.300 -0.828
V 0.426 -0.578 -0.397
P 1.012 -1.671 1.682
C -0.345 -2.310 2.702
C 2.208 -3.023 1.623
H 2.517 -3.264 2.648
H 2.321 -0.960 3.582
H 3.078 -2.712 1.034
H 2.610 0.096 2.161
H -0.864 -3.098 2.143
H 1.751 -3.901 1.154
C 1.845 -0.437 2.742
H 0.063 -2.723 3.636
H 1.126 0.293 3.132
H -1.067 -1.516 2.934
P -0.133 0.172 -2.575
C -1.910 0.300 -2.916
C 0.473 1.893 -2.668
H 1.667 -0.625 -3.939
H 0.289 -0.008 -4.914
H 0.193 -1.622 -4.135
C 0.576 -0.601 -4.036
H 1.463 1.959 -2.199
H 0.547 2.173 -3.727
H -2.045 0.749 -3.909
H -2.422 0.915 -2.164
H -0.205 2.581 -2.150
H -2.350 -0.705 -2.897
C -1.409 -1.313 -0.177
O -2.542 -1.465 0.057
C 0.150 3.466 2.604
Si -0.926 2.554 1.353
C -2.353 1.704 2.274
C -1.693 3.743 0.103
C -0.088 1.160 0.436
H -0.426 4.219 3.162
H 0.974 3.993 2.101
H 0.585 2.777 3.344
H -2.986 2.416 2.817
H -3.006 1.152 1.586
H -1.983 0.983 3.013
H -0.930 4.310 -0.446
H -2.314 3.206 -0.629
H -2.350 4.478 0.589
H -0.088 0.299 1.202
H -0.802 0.977 -0.460
```

What are the Löwdin partial charges on each atom? They are as follows, in elementary charge units: -0.03, -0.32, 0.13, 0.11, 0.06, 0.11, 0.24, 0.06, 0.78, -0.20, -0.22, 0.08, 0.08, 0.05, 0.06, 0.06, 0.06, -0.20, 0.08, 0.05, 0.06, 0.77, -0.21, -0.20, 0.06, 0.08, 0.06, -0.22, 0.04, 0.08, 0.08, 0.06, 0.05, 0.07, -0.15, 0.22, -0.16, 0.48, -0.15, -0.17, -0.23, 0.06, 0.05, 0.03, 0.06, 0.03, 0.03, 0.04, 0.03, 0.06, -0.02, 0.00